# 1
H20NO8 | wB97M-V/def2-TZVPD

```
! RIJCOSX wB97M-V def2-TZVPD def2/J DEFGRID3
* xyz 1 1
N 3.05700 4.70200 21.89500
H 2.82200 3.77800 22.00200
H 2.18500 5.15800 21.80600
H 3.69400 4.68600 21.16900
H 3.54700 4.89200 22.66100
O 6.20300 4.47200 20.99000
H 6.37000 4.44700 19.98500
H 5.82800 3.49700 21.10700
O 3.14900 1.76800 19.94100
H 2.95500 0.87500 20.26100
H 2.38200 2.08000 19.60500
O 4.28400 3.23200 24.50800
H 3.67200 2.59200 24.83000
H 4.90000 2.62800 24.06500
O 3.24300 7.26000 20.05200
H 3.02800 7.57300 19.08000
H 2.79500 7.89200 20.59000
O 0.23800 4.53700 20.64600
H -0.12200 5.34300 20.93200
H 0.18400 4.58100 19.75000
O 1.94300 7.06200 23.27400
H 2.79800 7.40200 23.51000
H 1.68200 6.51700 23.99800
O -0.15800 7.14400 21.70000
H 0.34300 7.68600 21.08700
H 0.42000 7.22200 22.49000
O 1.43900 4.85400 24.90600
H 1.02700 4.06500 24.37100
H 1.35600 4.74800 25.88200
*
```

The value obtained for the relative energy (zero: lowest compared OMol25 entry of this formula, charge and spin) is 2.210 eV. Its HOMO-LUMO gap is 11.228 eV.

---

# 2
C36H57N10O7 | wB97M-V/def2-TZVPD

```
! RIJCOSX wB97M-V def2-TZVPD def2/J DEFGRID3
* xyz 1 1
C 49.38500 32.43500 2.10200
C 49.16600 32.12900 0.66200
C 47.86000 31.24100 0.43000
C 46.52200 31.81500 0.46500
C 46.50200 33.05800 -0.60700
C 47.63500 34.03900 -0.49700
N 48.92100 33.42600 -0.00600
O 49.97200 34.24400 -0.23500
C 47.33900 35.16000 0.51300
C 47.77500 34.64600 -1.95600
C 50.39300 31.38800 0.13400
H 48.46100 32.92800 2.59100
H 50.38700 33.11200 2.20400
H 49.55300 31.51600 2.48200
H 47.66900 30.41300 1.01600
H 48.00200 30.89800 -0.50700
H 46.46400 32.26100 1.44300
H 45.76900 31.22200 0.33400
H 45.62200 33.60900 -0.85700
H 46.71900 32.47300 -1.53400
H 47.35400 34.79600 1.65100
H 46.20500 35.43000 0.52100
H 47.86300 36.22600 0.24300
H 48.68100 35.17900 -2.09400
H 46.88500 35.25900 -2.33400
H 48.13800 33.77500 -2.64000
H 50.47900 31.12600 -0.97300
H 50.32200 30.56400 0.76700
H 51.11300 31.97800 0.39300
N 54.86500 31.07100 2.52900
C 53.49500 30.84000 2.65400
C 53.35700 29.38700 2.80300
C 54.71400 28.70200 3.00100
C 55.62400 29.92500 2.85300
H 55.37300 31.99600 2.31400
H 52.76900 31.62900 2.71000
H 52.44800 28.80900 2.87200
H 55.08000 27.85400 3.05500
H 56.65800 29.98000 2.65400
N 42.58500 33.52700 4.21500
C 43.50100 33.72700 3.16400
C 44.03200 35.10400 3.47200
C 43.64400 35.49000 4.88900
C 42.62900 34.42400 5.28600
H 42.11900 32.72300 4.39900
H 43.62800 33.08600 2.44900
H 44.79200 35.74300 2.81200
H 43.97900 36.20000 5.48500
H 42.08200 34.51000 6.15900
N 48.04800 30.79000 5.03600
C 47.51400 29.54700 4.71200
C 46.15800 29.75100 3.95900
C 45.88100 31.14700 3.97300
C 47.10100 31.86800 4.67200
H 48.99300 31.03200 5.52700
H 48.19500 28.75800 4.71800
H 45.58900 28.91600 3.47400
H 44.96900 31.60500 3.45300
H 47.26600 32.99700 4.43200
N 50.48400 30.39300 6.68100
C 51.23900 30.75600 5.67300
C 51.08700 32.21300 5.36300
C 50.20400 32.81400 6.49500
C 50.00600 31.49500 7.36100
H 50.45600 29.46400 6.93200
H 51.58100 30.11800 5.04900
H 51.40500 32.93400 4.62000
H 49.81700 33.85200 6.61100
H 49.33900 31.47900 8.21000
N 43.01600 36.10100 -0.37200
C 43.10000 35.13400 -1.33200
C 44.13700 35.57700 -2.37400
C 44.58300 36.93600 -1.81400
C 43.77100 37.17100 -0.57500
H 42.44700 36.15700 0.58000
H 42.57900 34.29300 -1.19500
H 44.27100 35.05100 -3.16400
H 45.22800 37.61100 -2.11000
H 43.79800 37.97000 0.18900
N 48.01800 37.85800 2.96700
C 47.29800 37.27200 4.01500
C 48.00000 36.05200 4.41100
C 49.20600 35.92900 3.43900
C 49.12500 37.16800 2.53600
H 47.80800 38.70200 2.59600
H 46.50600 37.58200 4.43700
H 47.48700 35.38700 5.10000
H 49.90700 35.20800 3.23900
H 49.85300 37.57600 1.80700
C 51.92400 25.84300 0.75300
N 51.46900 26.97600 0.07600
O 51.50500 26.96900 -1.20800
O 51.00600 27.78600 0.73500
H 51.20500 25.01600 0.89000
H 52.38600 26.24500 1.75800
H 52.61600 25.50100 0.08000
C 50.01400 38.77500 -3.43000
N 49.34600 38.11400 -2.28900
O 48.13800 38.22000 -2.14700
O 49.96600 37.35700 -1.53600
H 50.23200 39.85400 -2.80800
H 49.27600 38.61400 -4.18300
H 50.86500 38.12600 -3.74900
C 53.52100 36.41400 1.29400
N 52.94800 35.10200 1.00000
O 52.95500 34.59700 -0.19200
O 52.29300 34.55300 1.85900
H 54.62000 36.32500 0.86400
H 53.33200 36.55300 2.40400
H 52.87800 37.01300 0.70500
*
```

The value obtained for the relative energy (zero: lowest compared OMol25 entry of this formula, charge and spin) is 1.686 eV. Its HOMO-LUMO gap is 3.961 eV.

---

# 3
C31H49BrN2NiOP2 | wB97M-V/def2-TZVPD

```
! RIJCOSX wB97M-V def2-TZVPD def2/J DEFGRID3
* xyz 2 3
C -0.35931 6.22758 -5.70715
C -0.48164 4.91298 -6.23867
C -0.89614 4.73410 -7.59749
C -1.10681 5.90400 -8.35709
N -0.96151 7.12800 -7.84964
C -0.59959 7.29012 -6.56498
C -0.21146 3.75723 -5.47119
C -0.23221 2.76730 -4.70319
C -0.41361 2.28525 -3.28219
C 0.36792 2.64098 -2.19385
C 0.19894 1.86562 -1.03345
C -0.74623 0.83046 -1.00381
C -1.80099 0.79426 -1.94194
C -1.59766 1.46153 -3.15492
Ni -0.35428 0.84597 -4.74188
P 1.80523 -1.04790 -2.04361
H -1.03447 3.75521 -8.02543
H -0.08475 6.38937 -4.66048
H -1.39897 5.80919 -9.38823
H -0.49354 8.31755 -6.20296
H -2.46428 1.61034 -3.84710
H 1.13432 3.43550 -2.28243
H -2.74217 0.28787 -1.72444
H 0.78011 2.11676 -0.14092
C 1.99616 -2.61982 -1.07176
C 3.15774 -3.52682 -1.45099
H 1.04334 -3.17043 -1.17813
H 2.04228 -2.33228 0.00307
H 3.25496 -4.31458 -0.69478
H 2.97870 -4.01680 -2.41180
H 4.10646 -2.99387 -1.49063
C 2.58203 -1.33240 -3.69598
C 3.40492 -0.18528 -4.29177
H 1.72153 -1.49253 -4.33974
H 3.13564 -2.28005 -3.64074
H 3.36675 -0.27288 -5.40100
H 2.98542 0.80489 -4.05136
H 4.46339 -0.18831 -4.01760
C 2.99955 0.08566 -1.20811
C 4.40086 -0.46362 -1.02679
H 2.55998 0.34892 -0.23930
H 3.02335 1.00002 -1.80286
H 5.04912 0.34189 -0.65963
H 4.44466 -1.28434 -0.27815
H 4.85281 -0.83969 -1.96774
Br -0.55101 -0.64527 0.10393
P -2.32869 -2.94212 -3.97980
C -0.52756 -3.23395 -3.77188
C -0.20858 -4.70708 -4.00112
H -0.20358 -2.90058 -2.77382
H -0.00323 -2.61094 -4.51090
H 0.86016 -4.87216 -4.14749
H -0.52427 -5.33523 -3.16123
H -0.72316 -5.08085 -4.89048
C -2.94165 -2.79379 -2.22814
C -4.29329 -3.47288 -2.00832
H -2.99037 -1.73394 -1.97011
H -2.18924 -3.25522 -1.57672
H -4.51577 -3.54496 -0.93296
H -5.11977 -2.92884 -2.47621
H -4.31066 -4.50346 -2.40336
C -2.44072 -1.26184 -4.73500
C -2.84620 -1.34530 -6.20987
H -1.44818 -0.71738 -4.61692
H -3.20299 -0.71421 -4.15048
H -3.19190 -0.36136 -6.55667
H -1.98950 -1.62451 -6.83943
H -3.65563 -2.06984 -6.38498
O -2.29754 2.56472 0.96030
C -2.00236 2.02715 2.02959
C -0.56863 1.80671 2.50030
C -0.15767 2.91506 3.48045
C -0.63601 2.67859 4.90194
C -2.15977 2.62348 5.03758
C -2.78688 1.41674 4.33478
N -2.95959 1.57987 2.89432
H -0.45852 0.81001 2.93177
H 0.08158 1.85300 1.61172
H 0.93833 3.00824 3.46427
H -0.55270 3.87431 3.09013
H -0.20909 1.75844 5.30300
H -0.26770 3.51048 5.52430
H -2.41257 2.54515 6.10971
H -2.61282 3.55341 4.66907
H -2.17072 0.52268 4.54265
H -3.78713 1.24078 4.75716
H -3.89042 1.57423 2.52975
*
```

The value obtained for the relative energy (zero: lowest compared OMol25 entry of this formula, charge and spin) is 2.013 eV. As for the expectation value of S²: 2.0224. Its HOMO-LUMO gap (spin up / spin down) is 6.536 / 4.131 eV.

---

# 4
C19H24BFO12 | wB97M-V/def2-TZVPD

```
! RIJCOSX wB97M-V def2-TZVPD def2/J DEFGRID3
* xyz 0 1
C 0.78686 -0.05740 2.73724
C -0.73129 -0.44442 3.09414
B -1.83135 0.13155 2.06097
O -1.75861 -0.11960 0.63760
C -3.07748 1.04820 2.55669
C -4.12195 0.51312 3.34682
C -4.21180 -0.97580 3.87309
C -4.45050 -2.06636 2.70090
F -3.13747 -1.34626 4.75871
C -5.28810 1.52978 3.75447
O -6.23448 1.21033 4.51165
C -5.35469 3.02163 3.18047
C -4.30641 3.48487 2.37124
C -3.06137 2.57050 2.06958
O -2.08565 3.09082 1.48657
H 0.89978 0.83862 2.04754
H 1.27426 -0.99891 2.32293
H 1.31526 0.14230 3.73405
H -0.86420 -1.58301 3.15903
H -0.97362 0.01448 4.11833
H -0.83553 -0.01152 0.32341
H -5.15940 -1.02751 4.51865
H -5.38677 -2.65971 2.92929
H -4.59244 -1.46037 1.74606
H -3.53327 -2.74609 2.58312
H -6.24654 3.68074 3.41750
H -4.39785 4.54227 1.94763
O 0.75835 -1.39681 0.45578
C 1.86528 -1.45218 -0.00326
O 2.73752 -2.46669 0.22330
C 3.83700 -2.28245 -0.66423
C 3.79020 -0.81318 -0.95551
O 2.40490 -0.50638 -0.81340
H 4.77108 -2.58426 -0.19389
H 3.67576 -2.89276 -1.55788
H 4.35919 -0.22456 -0.23214
H 4.13978 -0.57534 -1.95718
O -3.00535 1.86361 -5.74799
C -2.84215 1.77497 -4.56728
O -1.64213 1.53219 -3.97327
C -1.82128 1.72674 -2.57575
C -3.29047 1.51055 -2.38743
O -3.83321 1.90353 -3.64296
H -1.21990 1.01850 -2.00549
H -1.51187 2.74374 -2.31857
H -3.53854 0.46105 -2.20606
H -3.69969 2.11663 -1.57851
O 6.34669 -1.20718 -1.36911
C 6.70280 -1.19404 -2.51240
O 5.85877 -1.15683 -3.57790
C 6.65321 -0.92249 -4.73500
C 8.00519 -1.41953 -4.31902
O 8.00068 -1.21538 -2.91099
H 6.25599 -1.46208 -5.59521
H 6.64963 0.14853 -4.95520
H 8.14025 -2.48576 -4.52125
H 8.81694 -0.86437 -4.78993
*
```

As for the structure (SMILES): CCB(O)C1=C([C@@H](C)F)C(=O)C=CC1=O.O=C1OCCO1.O=C1OCCO1.O=C1OCCO1. Its HOMO-LUMO gap is 8.291 eV.